# 1
# C28H40N3O17

7 unconnected molecules or ions with the total composition C28H40N3O17 at a distorted geometry (ωB97M-V/def2-TZVPD, the Open Molecules 2025 dataset).

ORCA input file:
```
! RIJCOSX wB97M-V def2-TZVPD def2/J DEFGRID3
* xyz -1 1
C 1.388 0.134 0.554
O 0.994 -0.013 -0.731
H 1.509 -0.773 1.147
H 2.206 0.848 0.658
H 0.560 0.645 1.045
C -3.376 -1.120 4.515
N -3.035 -1.825 5.757
O -3.810 -2.608 6.264
O -1.863 -1.657 6.168
H -2.885 -1.629 3.686
H -3.021 -0.089 4.510
H -4.465 -1.129 4.569
C 3.293 6.298 -2.592
C 3.724 4.894 -3.067
C 4.747 4.176 -2.187
O 5.031 2.889 -2.730
C 6.221 2.321 -2.201
N 2.438 4.153 -3.188
H 2.455 6.765 -3.108
H 4.235 6.846 -2.591
H 2.955 6.279 -1.556
H 4.112 5.084 -4.067
H 4.568 3.973 -1.131
H 5.669 4.756 -2.224
H 6.175 2.290 -1.112
H 7.049 3.013 -2.354
H 6.434 1.374 -2.697
H 2.195 3.906 -2.239
H 1.781 4.872 -3.456
C 3.795 -9.621 1.084
C 2.369 -9.657 1.495
C 1.467 -8.688 0.671
O 2.136 -7.467 0.531
C 2.157 -6.658 1.681
N 1.907 -10.964 1.141
H 4.442 -10.224 1.720
H 4.334 -8.693 1.275
H 3.925 -9.799 0.017
H 2.378 -9.522 2.576
H 0.409 -8.572 0.907
H 1.458 -8.894 -0.399
H 2.938 -5.901 1.761
H 2.282 -7.236 2.596
H 1.210 -6.151 1.868
H 1.055 -11.141 1.654
H 2.518 -11.569 1.672
C -5.742 4.805 -1.650
C -7.052 4.585 -2.017
C -7.680 3.315 -2.312
O -8.899 3.119 -2.395
C -6.727 2.228 -2.051
C -5.414 2.382 -1.690
C -4.750 3.654 -1.479
O -3.597 3.805 -1.142
O -4.633 1.281 -1.426
O -7.930 5.641 -2.238
H -5.306 5.787 -1.539
H -7.145 1.252 -2.252
H -3.795 1.514 -1.019
H -8.773 5.188 -2.317
C -3.704 -6.044 -2.129
C -2.716 -5.238 -2.386
C -1.943 -5.260 -3.769
O -0.921 -4.678 -4.021
C -2.712 -5.931 -4.806
C -3.702 -6.816 -4.479
C -4.172 -7.040 -3.116
O -4.908 -8.028 -2.835
O -4.323 -7.494 -5.458
O -2.307 -4.341 -1.458
H -4.237 -5.940 -1.195
H -2.481 -5.769 -5.848
H -4.812 -8.212 -5.050
H -1.675 -3.731 -1.844
C 3.319 7.854 3.399
C 2.004 7.569 3.290
C 0.999 8.445 3.854
O -0.191 8.182 3.753
C 1.512 9.623 4.561
C 2.827 9.812 4.770
C 3.919 8.992 4.144
O 5.107 9.255 4.192
O 3.271 10.896 5.490
O 1.547 6.560 2.475
H 4.047 7.195 2.952
H 0.817 10.300 5.037
H 4.225 10.881 5.591
H 0.591 6.490 2.526
*
```

## Properties
HOMO level   -2.15 eV

These are the Mulliken partial charges, in e, on atoms 1 to 4:
1. C -0.438
2. O -0.817
3. H 0.168
4. H 0.089



# 2
# C3H4N2O2

A molecular structure, C3H4N2O2 at a distorted geometry (ωB97M-V/def2-TZVPD, the Open Molecules 2025 dataset).

ORCA input file:
```
! RIJCOSX wB97M-V def2-TZVPD def2/J DEFGRID3
* xyz 0 1
C -2.356 0.559 -0.049
C 0.451 -1.165 -0.179
C 2.340 0.337 0.019
H -3.418 0.565 0.020
H -1.892 1.694 0.422
H 0.134 -2.111 0.041
H 3.464 0.584 0.801
N -1.732 -0.545 -0.218
N -0.384 -0.128 -0.272
O 1.753 -1.078 -0.175
O 1.639 1.288 -0.409
*
```

## Properties
Energy relative to the best compared isomer or geometry (same formula, charge and spin)   151.56 kcal per mole
HOMO level   -9.31 eV

These are the Mulliken partial charges, in e, on atoms 1 to 4:
1. C -0.187
2. C 0.065
3. C 0.197
4. H 0.329



# 3
# CH6SSi

CH6SSi in the gas phase at a distorted geometry (ωB97M-V/def2-TZVPD, the Open Molecules 2025 dataset).

ORCA input file:
```
! RIJCOSX wB97M-V def2-TZVPD def2/J DEFGRID3
* xyz 0 1
C -0.840 0.334 0.507
Si 0.544 -0.739 -0.101
S 2.523 0.196 0.067
H -0.739 1.013 1.292
H -1.037 1.022 -0.268
H -1.583 -0.450 0.501
H 0.269 -0.839 -1.567
H 1.005 -1.739 0.715
H 1.885 1.115 -0.605
*
```

## Properties
Energy relative to the best compared isomer or geometry (same formula, charge and spin)   13.42 kcal per mole
HOMO level   -9.22 eV
SMILES string   C[SiH2]S

These are the Mulliken partial charges, in e, on atoms 1 to 4:
1. C -0.960
2. Si 0.481
3. S -0.321
4. H 0.367



# 4
# C72H152N8O8

8 unconnected molecules or ions with the total composition C72H152N8O8 at a distorted geometry (ωB97M-V/def2-TZVPD, the Open Molecules 2025 dataset).

ORCA input file:
```
! RIJCOSX wB97M-V def2-TZVPD def2/J DEFGRID3
* xyz 0 1
C 4.356 4.604 11.993
C 5.804 4.575 11.346
C 6.591 3.309 11.820
C 6.033 2.040 11.090
C 6.149 2.138 9.606
C 5.415 3.366 8.944
N 5.759 4.583 9.827
O 5.222 5.727 9.213
C 5.999 3.575 7.543
C 3.872 3.056 8.876
C 6.451 5.910 11.752
H 4.508 4.762 13.061
H 3.756 3.758 11.659
H 3.779 5.398 11.519
H 7.673 3.310 11.692
H 6.507 3.185 12.900
H 4.964 1.866 11.216
H 6.521 1.180 11.549
H 5.805 1.152 9.294
H 7.201 2.069 9.328
H 7.058 3.818 7.623
H 5.795 2.768 6.840
H 5.575 4.468 7.082
H 3.336 2.829 9.798
H 3.321 3.865 8.397
H 3.599 2.218 8.236
H 7.493 5.927 11.432
H 6.247 6.050 12.813
H 5.965 6.783 11.317
H 5.967 6.121 8.754
C -1.986 -7.223 3.520
C -2.523 -8.457 2.725
C -1.371 -9.514 2.707
C -1.794 -10.889 2.288
C -2.955 -11.375 3.246
C -4.133 -10.444 3.179
N -3.660 -9.024 3.563
O -4.712 -8.107 3.674
C -4.783 -10.653 1.724
C -5.147 -10.906 4.305
C -2.939 -8.041 1.254
H -1.049 -6.779 3.185
H -1.717 -7.594 4.509
H -2.656 -6.372 3.645
H -0.693 -9.297 1.882
H -0.795 -9.599 3.629
H -1.060 -11.630 2.603
H -1.968 -10.940 1.213
H -2.527 -11.377 4.248
H -3.166 -12.418 3.007
H -4.096 -11.034 0.969
H -5.605 -11.361 1.627
H -5.271 -9.735 1.397
H -5.901 -10.136 4.466
H -5.762 -11.740 3.965
H -4.788 -11.024 5.328
H -2.965 -8.914 0.601
H -2.305 -7.263 0.829
H -4.003 -7.803 1.231
H -4.745 -7.805 4.585
C 3.069 12.353 1.098
C 1.579 12.432 0.643
C 0.682 13.043 1.765
C 0.781 14.574 1.892
C 0.465 15.174 0.494
C 1.397 14.728 -0.628
N 1.530 13.228 -0.599
O 2.235 12.700 -1.642
C 0.681 15.079 -1.955
C 2.726 15.489 -0.495
C 0.992 10.985 0.404
H 3.638 11.855 0.313
H 3.054 11.715 1.981
H 3.522 13.281 1.448
H -0.371 12.787 1.651
H 1.003 12.676 2.740
H 1.767 14.915 2.209
H 0.154 14.939 2.706
H 0.555 16.235 0.728
H -0.589 14.967 0.308
H 1.182 14.822 -2.888
H -0.292 14.597 -2.052
H 0.458 16.146 -1.974
H 2.702 16.579 -0.522
H 3.300 15.262 0.403
H 3.350 15.120 -1.309
H 0.009 11.035 -0.063
H 1.132 10.238 1.186
H 1.537 10.543 -0.430
H 1.539 12.439 -2.250
C 8.432 -7.561 6.419
C 8.159 -8.154 5.015
C 6.629 -8.033 4.692
C 6.270 -6.711 4.144
C 7.198 -6.267 3.017
C 8.733 -6.326 3.321
N 8.968 -7.668 3.934
O 10.327 -7.828 4.254
C 9.343 -6.290 1.926
C 9.178 -5.114 4.126
C 8.501 -9.626 5.252
H 7.711 -7.697 7.225
H 8.701 -6.507 6.345
H 9.391 -7.925 6.786
H 6.448 -8.736 3.878
H 6.026 -8.293 5.562
H 6.393 -5.945 4.910
H 5.244 -6.752 3.778
H 6.824 -5.358 2.546
H 7.054 -7.077 2.302
H 8.955 -5.383 1.462
H 10.421 -6.261 2.083
H 9.203 -7.132 1.248
H 8.485 -4.719 4.869
H 10.170 -5.163 4.574
H 9.131 -4.303 3.398
H 9.425 -9.776 5.810
H 8.595 -10.131 4.291
H 7.750 -10.107 5.880
H 10.638 -8.574 3.737
C -7.627 -2.148 -0.176
C -9.063 -2.684 -0.516
C -10.000 -1.475 -0.505
C -9.909 -0.600 -1.764
C -10.069 -1.379 -3.051
C -9.024 -2.535 -3.136
N -9.031 -3.318 -1.861
O -8.505 -4.610 -2.000
C -9.539 -3.454 -4.281
C -7.642 -1.969 -3.584
C -9.500 -3.710 0.554
H -7.115 -1.409 -0.794
H -6.964 -3.011 -0.129
H -7.559 -1.672 0.802
H -11.027 -1.831 -0.580
H -9.980 -0.806 0.355
H -8.998 0.000 -1.762
H -10.731 0.108 -1.663
H -9.904 -0.693 -3.882
H -11.075 -1.787 -3.151
H -9.722 -2.814 -5.144
H -8.796 -4.182 -4.607
H -10.418 -4.052 -4.040
H -7.762 -1.716 -4.638
H -7.295 -1.069 -3.077
H -6.821 -2.672 -3.445
H -10.499 -4.105 0.368
H -9.486 -3.235 1.535
H -8.759 -4.509 0.555
H -9.310 -5.131 -2.046
C 0.328 2.165 -0.063
C 1.760 1.580 -0.206
C 1.993 0.653 1.101
C 1.469 -0.683 1.007
C 1.904 -1.372 -0.314
C 1.444 -0.528 -1.545
N 1.984 0.864 -1.429
O 1.708 1.663 -2.653
C 2.165 -1.369 -2.601
C -0.149 -0.666 -1.739
C 2.882 2.779 -0.104
H -0.427 1.447 0.256
H 0.074 2.723 -0.965
H 0.266 2.903 0.736
H 3.068 0.563 1.255
H 1.618 1.119 2.013
H 0.387 -0.705 1.136
H 1.796 -1.265 1.868
H 1.518 -2.390 -0.356
H 2.989 -1.461 -0.254
H 1.899 -0.956 -3.574
H 3.224 -1.181 -2.421
H 2.130 -2.459 -2.599
H -0.593 -0.111 -2.566
H -0.417 -1.688 -2.006
H -0.753 -0.287 -0.915
H 3.838 2.317 -0.353
H 2.885 3.220 0.892
H 2.655 3.514 -0.877
H 2.496 1.433 -3.151
C -3.259 5.465 -5.126
C -4.522 6.314 -5.370
C -5.123 6.806 -4.047
C -4.384 7.918 -3.300
C -4.240 9.086 -4.283
C -3.580 8.696 -5.700
N -4.182 7.459 -6.268
O -3.736 7.060 -7.520
C -3.973 9.940 -6.513
C -2.052 8.612 -5.669
C -5.606 5.503 -6.092
H -2.989 5.007 -6.077
H -3.532 4.595 -4.530
H -2.470 6.143 -4.800
H -6.133 7.174 -4.228
H -5.345 6.002 -3.345
H -3.359 7.585 -3.134
H -4.791 8.124 -2.311
H -3.527 9.859 -3.996
H -5.173 9.646 -4.333
H -3.506 9.927 -7.498
H -5.033 10.016 -6.752
H -3.686 10.852 -5.989
H -1.636 8.080 -6.525
H -1.601 9.602 -5.745
H -1.645 8.065 -4.818
H -6.521 5.889 -6.542
H -5.881 4.630 -5.499
H -5.074 5.087 -6.947
H -4.386 7.370 -8.155
C 1.553 -4.541 -9.653
C 0.407 -5.418 -10.100
C 0.958 -6.893 -10.326
C -0.113 -7.976 -10.604
C -0.821 -8.057 -9.265
C -1.434 -6.735 -8.722
N -0.501 -5.547 -8.936
O -0.937 -4.434 -8.276
C -2.797 -6.439 -9.499
C -1.594 -7.070 -7.223
C -0.271 -4.780 -11.412
H 1.877 -4.780 -8.640
H 1.175 -3.519 -9.610
H 2.323 -4.606 -10.422
H 1.500 -6.889 -11.271
H 1.658 -7.262 -9.575
H 0.303 -8.908 -10.985
H -0.899 -7.683 -11.300
H -0.122 -8.579 -8.611
H -1.523 -8.881 -9.396
H -3.503 -7.265 -9.410
H -3.187 -5.550 -9.003
H -2.583 -6.268 -10.554
H -0.618 -7.135 -6.743
H -2.148 -6.228 -6.808
H -2.091 -8.010 -6.985
H -0.732 -5.532 -12.053
H 0.419 -4.250 -12.067
H -0.954 -3.997 -11.082
H -0.149 -4.099 -7.841
*
```

## Properties
Energy relative to the best compared isomer or geometry (same formula, charge and spin)   190.05 kcal per mole
HOMO level   -7.68 eV
SMILES string   CC1(C)CCCC(C)(C)N1O.CC1(C)CCCC(C)(C)N1O.CC1(C)CCCC(C)(C)N1O.CC1(C)CCCC(C)(C)N1O.CC1(C)CCCC(C)(C)N1O.CC1(C)CCCC(C)(C)N1O.CC1(C)CCCC(C)(C)N1O.CC1(C)CCCC(C)(C)N1O

These are the Mulliken partial charges, in e, on atoms 1 to 4:
1. C -1.623
2. C 1.203
3. C -1.029
4. C -0.660



# 5
# C5H8NO

2 unconnected molecules or ions with the total composition C5H8NO at a distorted geometry (ωB97M-V/def2-TZVPD, the Open Molecules 2025 dataset).

ORCA input file:
```
! RIJCOSX wB97M-V def2-TZVPD def2/J DEFGRID3
* xyz 1 3
C -0.643 1.518 0.021
C 0.887 1.436 0.089
C -1.443 -0.829 -0.135
C 0.855 0.104 0.045
C 1.843 -0.998 0.211
N -0.648 0.052 -0.023
O -3.283 0.226 0.042
H -1.245 1.886 0.839
H -1.125 1.939 -0.931
H 1.638 2.183 0.041
H -1.390 -1.841 -0.220
H 1.958 -1.359 1.227
H 2.783 -0.460 0.075
H 1.501 -1.683 -0.479
H -3.506 -0.142 -0.823
*
```

## Properties
Energy relative to the best compared isomer or geometry (same formula, charge and spin)   67.14 kcal per mole
HOMO level (alpha / beta)   -13.58 / -14.52 eV

These are the Mulliken partial charges, in e, on atoms 1 to 4:
1. C -0.588
2. C -0.063
3. C 0.088
4. C 0.017



# 6
# C5H8OS

C5H8OS in the gas phase at a distorted geometry (ωB97M-V/def2-TZVPD, the Open Molecules 2025 dataset).

ORCA input file:
```
! RIJCOSX wB97M-V def2-TZVPD def2/J DEFGRID3
* xyz 0 1
C -0.889 -0.200 -0.263
C 0.219 -1.384 -0.357
C 1.422 0.178 0.595
C -0.008 0.739 0.456
C -0.326 1.079 -0.906
H -2.452 -0.443 1.463
H 0.161 -2.312 0.321
H 0.146 -1.721 -1.325
H 1.847 -0.051 1.602
H 2.023 0.969 0.079
H -0.485 1.286 1.367
H -1.107 1.787 -1.099
H 0.403 1.179 -1.648
O 1.565 -0.757 -0.321
S -2.519 -0.348 0.035
*
```

## Properties
Energy relative to the best compared isomer or geometry (same formula, charge and spin)   69.70 kcal per mole
HOMO level   -9.13 eV
SMILES string   S[C@]12COC[C@H]1C2

These are the Mulliken partial charges, in e, on atoms 1 to 4:
1. C 0.426
2. C -0.601
3. C -0.594
4. C 0.028



# 7
# C5H8N2

C5H8N2 in the gas phase at a distorted geometry (ωB97M-V/def2-TZVPD, the Open Molecules 2025 dataset).

ORCA input file:
```
! RIJCOSX wB97M-V def2-TZVPD def2/J DEFGRID3
* xyz 0 1
N 0.216 -0.421 -2.126
C -0.384 0.055 -0.885
C -1.635 -0.676 -0.552
N -2.614 -1.258 -0.343
C 0.637 -0.019 0.254
C 0.205 -0.133 1.687
C 0.815 1.144 1.191
H -0.442 -0.318 -2.892
H 0.422 -1.414 -2.050
H -0.669 1.102 -1.044
H 1.541 -0.547 -0.040
H -0.863 -0.149 1.889
H 0.789 -0.769 2.346
H 1.822 1.402 1.508
H 0.159 2.002 1.059
*
```

## Properties
Energy relative to the best compared isomer or geometry (same formula, charge and spin)   31.63 kcal per mole
HOMO level   -10.34 eV
SMILES string   N#C[C@H](N)C1CC1

These are the Mulliken partial charges, in e, on atoms 1 to 4:
1. N -0.673
2. C 0.212
3. C 0.131
4. N -0.437



# 8
# CH2Br2S

A molecular structure, CH2Br2S at a distorted geometry (ωB97M-V/def2-TZVPD, the Open Molecules 2025 dataset).

ORCA input file:
```
! RIJCOSX wB97M-V def2-TZVPD def2/J DEFGRID3
* xyz 0 1
C -1.098 0.034 -0.490
S 1.072 -0.448 0.350
Br -1.596 1.773 0.004
Br -2.143 -1.380 0.200
H -0.685 -0.153 -1.490
H 1.596 -1.163 -0.602
*
```

## Properties
Energy relative to the best compared isomer or geometry (same formula, charge and spin)   32.97 kcal per mole
HOMO level   -9.26 eV

These are the Mulliken partial charges, in e, on atoms 1 to 4:
1. C -0.412
2. S -0.185
3. Br 0.036
4. Br 0.044



# 9
# C7H11NO

C7H11NO in the gas phase at a distorted geometry (ωB97M-V/def2-TZVPD, the Open Molecules 2025 dataset).

ORCA input file:
```
! RIJCOSX wB97M-V def2-TZVPD def2/J DEFGRID3
* xyz 0 1
C -2.888 -0.010 0.679
C -3.035 -0.065 -0.624
C -0.857 0.322 0.038
C 1.157 0.273 1.501
C 1.394 0.905 -0.889
C 0.902 -1.447 -0.485
C 0.636 -0.051 0.036
N -1.554 0.024 1.041
O -2.974 -0.336 -1.766
H -3.786 0.282 1.231
H -1.098 0.889 -0.877
H 1.069 1.304 1.616
H 2.227 0.199 1.450
H 0.874 -0.368 2.335
H 2.362 0.567 -1.339
H 0.794 1.199 -1.730
H 1.775 1.757 -0.381
H 2.104 -1.625 -0.440
H 0.418 -1.511 -1.523
H 0.482 -2.309 0.127
*
```

## Properties
Energy relative to the best compared isomer or geometry (same formula, charge and spin)   83.07 kcal per mole
HOMO level   -8.55 eV
SMILES string   CC(C)(C)/C=N/C=C=O

These are the Mulliken partial charges, in e, on atoms 1 to 4:
1. C -0.587
2. C 0.657
3. C -0.399
4. C -1.800



Listing E for the structures above in their given order: -2533.92993, -376.52227, -729.35528, -3873.89622, -324.77736, -668.62747, -304.78508, -5585.44008, -403.20158 Ha.